The following is a quantum chemistry calculation of a structure of composition C34H30ClN5O4SSbV, from the OMol25 dataset.

Structure (XYZ):
```
77
Properties=species:S:1:pos:R:3:lowdin_charge:R:1
V -1.35759 1.07884 -0.87661 0.5824
C -1.91439 5.26988 -0.73222 -0.0350
C -2.05419 3.80252 -0.93318 -0.2645
N -1.21372 2.93517 -0.39099 -0.1245
N -0.21291 3.49996 0.41172 0.0140
C -0.03541 2.91244 1.55547 -0.8317
N 0.96261 3.45483 2.33525 0.0640
S -0.97685 1.59741 2.26286 0.6003
C -3.14113 3.18590 -1.64940 -0.2097
C -4.21526 3.89624 -2.19888 -0.0256
C -5.24052 3.22243 -2.80918 -0.0824
C -5.18705 1.82548 -2.87313 -0.0725
C -4.11155 1.17930 -2.31972 -0.0989
N -3.08953 1.81663 -1.70207 0.0065
H -2.29166 5.56989 0.25002 0.0907
H -0.86129 5.54037 -0.76057 0.0721
H -2.45287 5.82698 -1.49792 0.0618
H 1.65013 3.99558 1.83573 0.0858
H 1.31200 2.85799 3.06913 0.0441
H -4.22674 4.97517 -2.12995 0.0988
H -6.07628 3.76634 -3.23257 0.0995
H -5.97224 1.24546 -3.33988 0.0984
H -4.04007 0.10219 -2.36081 0.0880
O -0.86214 -2.07775 -0.62352 -0.4657
Cl -1.84014 -1.03134 -0.96980 0.7711
O -2.86485 -1.64191 -1.80359 -0.3895
O -2.41611 -0.53079 0.32003 -0.4589
O 0.48413 0.43431 -0.21928 -0.6569
C -0.34610 1.37245 -2.77204 -0.1713
C 0.04535 0.09315 -3.39039 -0.3052
C -0.77882 -0.55672 -4.32611 -0.0549
C -0.43479 -1.77216 -4.88455 -0.0454
C 0.76181 -2.39329 -4.53152 -0.2554
C 1.59134 -1.77474 -3.59517 -0.0486
C 1.24094 -0.56099 -3.04153 -0.0481
C 1.14723 -3.64638 -5.14255 -0.2064
N 1.45411 -4.64508 -5.62731 0.1125
H -1.00806 1.94287 -3.42678 0.0539
H 0.52647 1.96376 -2.49165 0.0589
H -1.71741 -0.08956 -4.60465 0.1097
H -1.08991 -2.25161 -5.60156 0.1112
H 2.51305 -2.26093 -3.29941 0.1109
H 1.87618 -0.10375 -2.29349 0.1036
C 3.76560 -4.41803 0.27938 -0.1025
C 2.63831 -4.24370 -0.51223 -0.0855
C 1.77120 -3.18164 -0.28125 -0.1159
C 2.01453 -2.26455 0.74939 -0.2539
C 3.15673 -2.45532 1.53567 -0.1186
C 4.02418 -3.51919 1.30319 -0.0989
Sb 0.67863 -0.64100 1.30216 1.5454
C -0.51576 -1.75459 2.63922 -0.3155
C -0.91448 -3.03989 2.28274 -0.1038
C -1.60985 -3.81800 3.19871 -0.0779
C -1.88985 -3.32560 4.46859 -0.0949
C -1.48655 -2.04540 4.81994 -0.0856
C -0.80327 -1.25217 3.90325 -0.1546
C 2.18902 0.41644 2.35779 -0.3543
C 2.30921 0.50510 3.74221 -0.1282
C 3.30697 1.28671 4.31243 -0.0958
C 4.19081 1.98862 3.50027 -0.1007
C 4.07873 1.89931 2.11768 -0.0903
C 3.07982 1.11785 1.54673 -0.1206
H 4.43860 -5.24734 0.09680 0.0954
H 2.42651 -4.93564 -1.31924 0.1032
H 0.91560 -3.06081 -0.92997 0.0724
H 3.39050 -1.77331 2.34366 0.0834
H 4.90409 -3.63827 1.92555 0.0957
H -0.70182 -3.42736 1.29492 0.0898
H -1.93445 -4.81215 2.91607 0.1016
H -2.43069 -3.93783 5.18040 0.0964
H -1.71052 -1.65381 5.80470 0.0994
H -0.53358 -0.23666 4.16039 0.0401
H 1.62387 -0.03268 4.38786 0.0893
H 3.39171 1.34984 5.39054 0.0989
H 4.95947 2.60841 3.94524 0.0954
H 4.76557 2.44325 1.48105 0.1004
H 2.97540 1.07288 0.46801 0.1036
```

- E_LUMO (spin up / spin down) (eV) = 2.486 / 2.152
- strongest force on any atom (eV/Å) = 3.72
- multiplicity = 4
- highest occupied orbital energy (spin up / spin down) (eV) = -3.7 / -4.7
- net charge = -1

The following is a quantum chemistry calculation of an isolated molecule of C4H8N2, from the OMol25 dataset.

Structure (XYZ):
```
14
Properties=species:S:1:pos:R:3:nbo_charge:R:1
C 0.82512 0.84308 1.30768 -0.6954
C -0.65816 0.43139 1.48812 0.0819
N -1.61084 0.04910 0.59265 -0.1781
N -1.05544 -0.31064 -0.81640 -0.3921
C -0.09079 -0.11427 -1.89244 -0.2653
C -0.14111 -1.42500 -0.94183 -0.2489
H 1.34082 0.50310 2.25909 0.2279
H 1.44931 0.36547 0.63963 0.2190
H 0.90198 2.05159 1.20868 0.2428
H -0.96055 0.91667 2.37073 0.1846
H 0.76282 0.67916 -1.73223 0.2069
H -0.81589 -0.22836 -2.92155 0.2313
H 0.44445 -1.42810 -0.02666 0.1877
H -0.39170 -2.33318 -1.53547 0.1977
```

- E_LUMO (eV) = 0.686
- strongest force on any atom (eV/Å) = 5.38
- SMILES = C/C=N\N1CC1
- highest occupied orbital energy (eV) = -8.1
- net charge = 0

The following is a quantum chemistry calculation of a cluster of 3 separate species, C3H8O in total, from the OMol25 dataset.

Structure (XYZ):
```
12
Properties=species:S:1:pos:R:3:nbo_charge:R:1
C 0.17624 -1.05631 1.07242 -0.6961
C -0.19623 -0.30182 -0.15898 0.0179
C -0.35420 1.14892 -0.22022 -0.0785
O -0.35853 1.67488 -1.40560 -0.6872
H 0.52370 -0.38663 1.86459 0.2272
H 0.99646 -1.73800 0.81988 0.2569
H -0.64680 -1.67604 1.44496 0.2351
H 1.09342 -0.04149 -1.48834 -0.0837
H -0.73391 -0.83895 -0.93915 0.2136
H 0.14021 1.67442 0.62210 0.1535
H -1.41333 0.86274 0.18434 0.2686
H 0.77297 0.67827 -1.79600 0.1726
```

- E_LUMO (eV) = 0.014
- strongest force on any atom (eV/Å) = 0.35
- highest occupied orbital energy (eV) = -9.2
- net charge = 0

The following is a quantum chemistry calculation of a cluster of 16 separate species, H32O16 in total, from the OMol25 dataset.

Structure (XYZ):
```
48
Properties=species:S:1:pos:R:3:nbo_charge:R:1
O 3.64256 -0.11340 0.04851 -0.9534
H 3.26326 -0.09802 -0.82299 0.4831
H 3.05870 -0.71712 0.48311 0.4792
O 0.22227 -0.14647 0.33931 -0.9990
H -0.25323 0.39594 -0.27737 0.5046
H -0.40723 -0.84666 0.43575 0.4872
O -2.07159 -0.09468 -2.78219 -0.9737
H -2.44482 0.06667 -1.90733 0.4941
H -2.02455 -1.05672 -2.79277 0.4619
O -0.60233 -2.66507 -2.14938 -0.9808
H -1.16202 -2.77964 -1.36509 0.4974
H -0.75729 -3.46416 -2.69881 0.4876
O 1.20719 -0.69200 -2.54294 -0.9678
H 0.26439 -0.90339 -2.48008 0.5058
H 1.34049 -0.36527 -3.44739 0.4778
O -1.25909 -2.34207 0.63787 -0.9555
H -1.01315 -3.21809 0.98370 0.4882
H -2.14301 -2.31044 0.96936 0.4980
O 2.30831 1.75924 -2.05109 -0.9701
H 1.67376 1.01406 -2.10715 0.4881
H 1.83341 2.43377 -2.52303 0.4586
O -0.65504 1.94311 -1.29291 -0.9842
H -0.98564 2.65145 -1.86641 0.4773
H -0.20783 2.43237 -0.63684 0.4961
O -0.25658 -0.83758 3.20167 -0.9785
H -0.18883 0.08715 3.06664 0.4628
H 0.58397 -1.17550 2.86272 0.4984
O -2.80903 -0.32780 2.24388 -0.9486
H -1.90640 -0.12883 2.50965 0.5016
H -3.15469 0.57036 2.37958 0.4762
O 1.82416 -3.26128 -0.31752 -0.9706
H 1.47916 -4.14999 -0.03182 0.4685
H 1.20668 -2.84270 -0.93978 0.5090
O -3.14993 0.48130 -0.31442 -0.9977
H -2.96189 0.19249 0.60414 0.4952
H -4.01488 0.94705 -0.25183 0.4818
O 0.84002 3.37434 0.47602 -0.9646
H 1.05906 2.60032 0.95815 0.5070
H 0.55162 4.06612 1.11168 0.4768
O 2.01418 -1.33624 1.83705 -0.9812
H 1.85517 -2.22452 1.46193 0.4960
H 1.41425 -0.74208 1.38359 0.4984
O -1.97987 2.98851 1.01636 -0.9674
H -1.90563 3.87743 0.66058 0.4685
H -2.10080 2.40277 0.30096 0.4910
O 2.58596 1.53321 2.06532 -1.0054
H 3.37468 2.06062 2.27416 0.4775
H 2.81212 0.96141 1.28746 0.5047
```

- E_LUMO (eV) = -0.367
- strongest force on any atom (eV/Å) = 2.59
- highest occupied orbital energy (eV) = -10.3
- net charge = 0

The following is a quantum chemistry calculation of an isolated molecule of C5H7Cl2NO3S, from the OMol25 dataset.

Structure (XYZ):
```
19
Properties=species:S:1:pos:R:3:nbo_charge:R:1
C -0.25394 -0.31836 0.47777 0.1854
C 0.06986 -1.44260 -0.05042 0.0522
C 1.50288 -1.55562 -0.24388 -0.4666
C 2.06508 -0.57589 0.77574 -0.3696
C 0.92957 0.55267 0.88184 -0.2970
N -2.44908 -0.06141 -0.67967 -0.5908
O -0.55636 2.09624 -0.90372 -0.8157
O -3.09665 2.28638 -1.10262 -0.9173
O -1.56277 -0.09796 0.52384 -0.4002
S -2.01595 1.35241 -1.48388 1.6010
Cl -1.24419 -2.67968 -0.37122 -0.0261
Cl 1.32350 1.22204 2.38449 0.0176
H 1.87640 -2.54397 -0.20885 0.2362
H 1.64766 -0.97109 -1.15634 0.2152
H 2.16872 -0.80207 1.80800 0.2241
H 2.94173 -0.18263 0.27255 0.2175
H 1.02611 1.35760 0.08228 0.2562
H -3.40286 -0.36500 -0.35780 0.4343
H -0.96969 2.72895 -0.64810 0.4436
```

- E_LUMO (eV) = -0.136
- strongest force on any atom (eV/Å) = 16.23
- highest occupied orbital energy (eV) = -9.3
- net charge = 0

The following is a quantum chemistry calculation of an isolated molecule of C20H21NO6S3, from the OMol25 dataset.

Structure (XYZ):
```
51
Properties=species:S:1:pos:R:3:nbo_charge:R:1
O 6.83550 -1.43324 0.48262 -0.5475
C 6.11803 -1.13310 -0.50820 0.7887
O 6.63260 -0.23437 -1.50245 -0.7297
C 4.64194 -1.76612 -0.68737 -0.5358
C 3.72943 -1.30594 0.54635 0.0614
O 2.99317 -2.43947 1.15054 -0.6515
S 1.68594 -1.72097 1.96464 2.3645
O 2.10255 -1.85563 3.39760 -0.8572
O 0.33040 -2.33273 1.79641 -0.8415
O 1.73492 -0.18667 1.25073 -0.6501
C 2.53231 -0.35961 0.01591 0.0588
C 3.00164 1.12178 -0.36631 -0.4435
C 1.98881 1.94525 -1.30334 -0.4181
C 0.97287 1.05647 -2.16872 -0.5574
S -0.52848 0.46853 -1.26479 0.2847
C -1.83415 1.76220 -1.22019 -0.0854
S -1.69244 3.21139 -2.04475 0.0436
N -3.05718 1.44928 -0.42198 -0.5386
C -3.58967 0.18087 -0.96739 0.1139
C -4.48416 0.26748 -2.26060 -0.2127
C -5.04587 -1.03973 -2.92392 -0.2230
C -4.73424 -2.46208 -2.33238 -0.2216
C -3.86856 -2.54386 -1.05330 -0.2212
C -3.32529 -1.24276 -0.41767 -0.2351
C -2.77968 1.38568 1.02364 0.1567
C -1.44428 1.90755 1.67400 -0.2638
C -1.19081 1.84124 3.22455 -0.2056
C -2.23146 1.24527 4.22888 -0.2398
C -3.57660 0.75882 3.58557 -0.2073
C -3.82756 0.82468 2.05917 -0.2475
H 6.98541 0.57902 -1.07284 0.5067
H 4.79282 -2.89730 -0.74677 0.2833
H 4.17462 -1.36496 -1.65670 0.2341
H 4.30368 -0.91080 1.45314 0.2360
H 2.03551 -1.02307 -0.76943 0.2171
H 4.05360 1.03150 -0.83260 0.2230
H 3.06958 1.70372 0.63177 0.2496
H 1.43673 2.73987 -0.70027 0.2326
H 2.64501 2.51395 -2.07083 0.2240
H 0.69995 1.66429 -3.11596 0.2656
H 1.53223 0.12752 -2.57558 0.2326
H -4.74636 1.24530 -2.78151 0.2404
H -5.67448 -1.02391 -3.88772 0.2305
H -5.12380 -3.42387 -2.82030 0.2323
H -3.55974 -3.53121 -0.55130 0.2393
H -2.65238 -1.30986 0.51835 0.2547
H -0.60404 2.37276 1.06296 0.2284
H -0.20356 2.21606 3.66949 0.2266
H -2.03021 1.16601 5.35767 0.2380
H -4.39348 0.30737 4.25246 0.2297
H -4.83077 0.44738 1.67872 0.2372
```

- E_LUMO (eV) = -0.800
- strongest force on any atom (eV/Å) = 5.49
- SMILES = O=C(O)C[C@@H]1OS(=O)(=O)O[C@H]1CCCSC(=S)N(c1ccccc1)c1ccccc1
- highest occupied orbital energy (eV) = -8.1
- net charge = 0